A cluster of 17 separate species, C52H93N9O8S8 in total, computed with ωB97M-V/def2-TZVPD.

Output
- Net charge: 0
- Orbital gap: 7.452 eV
- E_HOMO: -7.4084 eV

```
170
C52H93N9O8S8 | the OMol25 dataset | ωB97M-V/def2-TZVPD
C -8.043 -0.439 -3.087
S -6.421 -1.309 -3.001
O -5.830 -1.215 -4.387
C -5.410 -0.110 -2.014
H -8.611 -0.890 -3.902
H -7.793 0.610 -3.248
H -8.518 -0.595 -2.119
H -5.913 0.038 -1.059
H -5.208 0.861 -2.466
H -4.434 -0.581 -1.896
C 6.691 -4.574 -0.850
S 5.505 -4.047 -2.216
O 4.253 -4.853 -2.118
C 5.181 -2.356 -1.620
H 7.714 -4.202 -0.904
H 6.783 -5.655 -0.960
H 6.246 -4.319 0.112
H 6.083 -1.757 -1.750
H 4.869 -2.307 -0.577
H 4.295 -1.927 -2.089
C -0.838 1.986 4.921
S -1.624 3.230 5.980
O -3.077 2.945 6.051
C -0.797 2.719 7.546
H -1.104 2.103 3.870
H -1.058 1.042 5.419
H 0.232 2.196 4.915
H -1.054 1.674 7.717
H -1.116 3.311 8.405
H 0.278 2.802 7.387
C 1.790 -5.834 -4.225
S 1.278 -4.271 -5.066
O -0.166 -4.515 -5.391
C 1.298 -3.447 -3.385
H 2.867 -5.728 -4.093
H 1.604 -6.707 -4.851
H 1.361 -6.049 -3.246
H 1.011 -2.397 -3.437
H 2.328 -3.436 -3.030
H 0.703 -4.015 -2.669
C -2.170 -2.439 9.119
S -1.505 -2.594 7.404
O -1.301 -1.139 6.992
C 0.233 -3.136 7.835
H -1.709 -1.528 9.501
H -1.748 -3.183 9.795
H -3.236 -2.214 9.095
H 0.484 -2.502 8.685
H 1.035 -2.980 7.114
H 0.273 -4.129 8.283
C -3.292 -1.261 -7.543
S -1.863 -0.997 -6.409
O -0.917 -0.073 -7.200
C -2.909 -0.041 -5.229
H -3.555 -0.325 -8.037
H -4.231 -1.503 -7.044
H -3.098 -1.926 -8.385
H -3.477 -0.633 -4.512
H -3.601 0.573 -5.806
H -2.232 0.606 -4.671
C -0.797 -0.595 -0.882
S 0.882 -0.238 -0.103
O 1.225 1.152 -0.691
C 0.251 0.223 1.602
H -0.640 -0.882 -1.922
H -1.423 0.266 -0.646
H -1.303 -1.461 -0.455
H 1.078 0.648 2.172
H 0.036 -0.663 2.200
H -0.591 0.906 1.501
C 3.278 1.524 -5.784
S 2.764 0.131 -4.638
O 1.234 0.027 -4.448
C 3.391 0.699 -3.015
H 2.566 1.769 -6.573
H 4.190 1.216 -6.294
H 3.542 2.409 -5.205
H 4.458 0.922 -3.038
H 3.236 -0.003 -2.195
H 2.827 1.577 -2.701
N -1.790 -4.718 -3.229
C -1.733 -5.610 -2.124
C -2.591 -5.075 -1.139
C -3.193 -3.911 -1.634
C -2.775 -3.746 -2.941
H -1.195 -4.691 -4.045
H -1.028 -6.428 -2.143
H -2.768 -5.424 -0.133
H -3.907 -3.341 -1.059
H -3.029 -3.065 -3.739
N 1.380 -1.810 4.432
C 2.287 -1.620 3.397
C 2.992 -0.460 3.573
C 2.617 0.069 4.828
C 1.637 -0.783 5.351
H 0.681 -2.537 4.494
H 2.300 -2.253 2.522
H 3.784 -0.081 2.945
H 3.052 0.967 5.241
H 1.100 -0.746 6.287
N 1.000 5.316 0.236
C 0.648 6.472 0.943
C -0.322 6.106 1.868
C -0.562 4.707 1.694
C 0.302 4.279 0.630
H 1.628 5.249 -0.552
H 1.161 7.413 0.806
H -0.888 6.685 2.583
H -1.358 4.205 2.223
H 0.368 3.336 0.107
N 0.074 2.489 -3.995
C -0.225 3.350 -2.959
C -0.555 4.618 -3.389
C -0.418 4.535 -4.789
C -0.066 3.210 -5.125
H 0.458 1.557 -3.952
H -0.103 2.993 -1.947
H -0.763 5.467 -2.755
H -0.484 5.393 -5.442
H 0.183 2.752 -6.071
N -2.336 -1.426 4.408
C -3.422 -0.920 3.750
C -3.629 -1.719 2.649
C -2.576 -2.640 2.556
C -1.758 -2.433 3.633
H -2.071 -1.232 5.363
H -3.968 -0.108 4.207
H -4.479 -1.529 2.011
H -2.423 -3.416 1.821
H -0.956 -3.031 4.039
N 3.343 3.878 4.293
C 2.722 4.005 3.040
C 3.465 3.313 2.117
C 4.595 2.851 2.810
C 4.509 3.181 4.093
H 2.982 4.291 5.141
H 1.836 4.611 2.925
H 3.216 3.252 1.068
H 5.318 2.202 2.338
H 5.139 2.883 4.918
N -5.066 2.999 0.111
C -3.745 3.003 0.412
C -2.988 3.319 -0.724
C -3.895 3.385 -1.783
C -5.168 3.204 -1.227
H -5.794 2.734 0.759
H -3.562 2.861 1.467
H -1.977 3.700 -0.718
H -3.785 3.653 -2.823
H -6.192 3.189 -1.570
N 2.689 4.810 -2.286
C 2.729 6.202 -2.312
C 3.744 6.577 -1.432
C 4.382 5.495 -0.884
C 3.695 4.427 -1.457
H 2.075 4.258 -2.868
H 2.057 6.791 -2.917
H 3.921 7.607 -1.158
H 5.188 5.489 -0.166
H 3.836 3.360 -1.371
N 2.232 -5.418 -0.306
C 1.588 -6.576 0.188
C 0.666 -6.097 1.065
C 0.606 -4.678 0.963
C 1.620 -4.273 0.136
H 3.018 -5.449 -0.940
H 1.907 -7.569 -0.093
H 0.175 -6.701 1.813
H 0.042 -4.072 1.656
H 1.856 -3.293 -0.252
```


A cluster of 2 separate species, C15H27NO9P2S in total, computed with ωB97M-V/def2-TZVPD.

Output
- Structure (SMILES): CCO[C@@]1([PH2]=N)OS(=O)(=O)O[C@@]1(C)Cc1ccccc1.COP(=O)(OC)OC
- Net charge: 0
- Orbital gap: 7.576 eV
- E_HOMO: -8.9934 eV

```
55
C15H27NO9P2S | the OMol25 dataset | ωB97M-V/def2-TZVPD
C -1.873 -4.732 0.702
C -0.593 -4.231 -0.076
O -0.850 -3.158 -1.006
C -0.239 -1.954 -0.638
P 1.692 -2.075 -0.707
N 2.401 -1.628 0.647
O -0.483 -1.038 -1.766
S -0.009 0.463 -1.230
O 1.200 1.065 -1.765
O -1.072 1.315 -1.763
O -0.041 0.160 0.403
C -0.790 -1.109 0.570
C -0.491 -1.605 2.045
C -2.295 -0.586 0.569
C -3.342 -1.534 -0.094
C -4.256 -2.267 0.799
C -5.310 -3.154 0.286
C -5.481 -3.374 -1.150
C -4.551 -2.645 -2.033
C -3.531 -1.740 -1.526
H -1.611 -5.755 1.098
H -2.805 -4.741 0.089
H -1.960 -4.084 1.621
H 0.196 -4.015 0.689
H -0.237 -5.108 -0.691
H 2.202 -1.267 -1.759
H 2.047 -3.449 -0.926
H 2.931 -2.413 1.044
H -1.373 -2.136 2.495
H 0.386 -2.303 2.086
H -0.255 -0.685 2.644
H -2.435 0.431 0.131
H -2.596 -0.503 1.652
H -4.202 -2.142 1.906
H -6.005 -3.667 0.995
H -6.283 -4.044 -1.523
H -4.672 -2.826 -3.131
H -2.888 -1.211 -2.262
C 3.030 2.372 0.586
O 3.104 3.762 0.932
P 3.986 4.718 -0.161
O 5.336 4.348 0.396
O 3.416 6.085 0.529
C 3.275 6.175 1.940
O 4.618 5.628 -1.441
C 3.676 6.347 -2.248
H 2.352 1.877 1.281
H 2.643 2.257 -0.424
H 4.017 1.911 0.663
H 4.063 5.635 2.463
H 2.296 5.794 2.233
H 3.329 7.229 2.216
H 3.290 7.209 -1.703
H 2.852 5.697 -2.549
H 4.190 6.702 -3.141
```


A structure of composition C5H4AgO7, computed with ωB97M-V/def2-TZVPD.

Output
- Net charge: -1
- Multiplicity: 3
- Orbital gap (alpha / beta): 8.702 / 6.826 eV
- E_HOMO (alpha / beta): -5.4461 / -5.3087 eV

```
17
C5H4AgO7 | the OMol25 dataset | ωB97M-V/def2-TZVPD
O 1.882 0.308 -0.187
C 2.817 -0.550 -0.372
O 3.705 -0.464 -1.212
O 2.083 -1.418 1.790
O 4.101 -2.087 1.102
C 3.038 -1.501 0.940
Ag 0.616 -0.172 1.277
O -1.195 0.278 1.567
C -2.273 0.834 0.919
C -1.996 1.122 -0.547
O -1.857 -0.105 -1.306
C -0.828 -0.275 -2.084
H -3.164 0.176 0.978
H -2.576 1.806 1.359
H -1.076 1.710 -0.674
H -2.833 1.649 -1.021
O -0.442 -1.312 -2.529
```


The molecule C3H4N2O2, computed with ωB97M-V/def2-TZVPD.

Output
- Structure (SMILES): NN=c1occo1
- Net charge: 0
- Orbital gap: 9.506 eV
- E_HOMO: -8.6922 eV
- Energy relative to the best compared isomer or geometry (same formula, charge and spin): 570.9 kJ/mol

```
11
C3H4N2O2 | the OMol25 dataset | ωB97M-V/def2-TZVPD
N 2.250 0.213 -0.158
N 1.324 -0.973 -0.062
C 0.218 -0.514 -0.278
O -0.037 0.689 -0.530
C -1.376 0.901 -0.143
C -1.907 -0.409 -0.005
O -0.919 -1.299 -0.397
H 1.973 0.753 0.683
H 3.215 -0.306 0.044
H -1.816 1.902 0.183
H -2.925 -0.957 0.661
```


A cluster of 2 separate species, C4H12NO3 in total, computed with ωB97M-V/def2-TZVPD.

Output
- Net charge: 0
- Multiplicity: 2
- Orbital gap (alpha / beta): 10.436 / 7.674 eV
- E_HOMO (alpha / beta): -9.8422 / -10.1966 eV
- Energy relative to the best compared isomer or geometry (same formula, charge and spin): 66.8 kJ/mol

```
20
C4H12NO3 | the OMol25 dataset | ωB97M-V/def2-TZVPD
C 0.409 -1.154 1.385
O 1.244 -0.115 1.804
C -0.276 -1.017 -0.021
C -0.564 0.632 -0.467
C -1.642 1.223 0.502
O 0.548 1.314 -0.287
N -1.489 -1.781 -0.027
H -0.415 -1.131 2.114
H 0.879 -2.141 1.274
H 0.323 -1.362 -0.866
H -0.872 0.458 -1.485
H -1.378 2.269 0.612
H -2.599 1.295 -0.066
H -1.935 0.541 1.300
H 1.286 0.538 1.081
H -2.162 -1.433 -0.706
H -2.014 -1.659 0.836
H 1.044 1.159 -2.802
H 1.639 0.803 -1.487
O 1.790 0.666 -2.460
```


Number 1: F_max 3.87 eV/A. Number 2: F_max 8.88 eV/A. Number 3: F_max 3.12 eV/A. Number 4: F_max 6.46 eV/A. Number 5: F_max 3.06 eV/A.